(1)
{"formula": "C13H13Cl2N3O3", "method": "ωB97M-V/def2-TZVPD", "smiles": "CN(CCC#N)C(=O)COC(=O)c1cc(Cl)cc(Cl)c1N", "charge": 0, "e_above_lowest_kcal_mol": 16.6, "symbols": ["C", "N", "C", "C", "C", "N", "C", "O", "C", "O", "C", "O", "C", "C", "C", "Cl", "C", "C", "Cl", "C", "N", "H", "H", "H", "H", "H", "H", "H", "H", "H", "H", "H", "H", "H"], "xyz": [[1.2346, 1.2713, -1.5155], [2.2168, 0.9935, -0.4966], [3.2511, 0.0339, -0.8276], [2.7764, -1.4007, -0.5356], [3.7995, -2.3597, -0.8533], [4.6141, -3.1141, -1.1248], [2.1483, 1.3930, 0.7970], [3.0248, 1.1498, 1.5986], [0.9535, 2.2572, 1.2158], [-0.3239, 1.7847, 0.8039], [-0.5576, 0.4742, 0.9574], [0.2908, -0.2882, 1.3807], [-1.9105, 0.0833, 0.5405], [-2.7955, 1.0536, 0.0596], [-4.0706, 0.7059, -0.3213], [-5.1583, 1.9068, -0.9189], [-4.5022, -0.6167, -0.2277], [-3.6366, -1.5728, 0.2439], [-4.1765, -3.2157, 0.3642], [-2.3145, -1.2704, 0.6410], [-1.4852, -2.2408, 1.0595], [0.4720, 0.4868, -1.5783], [1.7417, 1.3365, -2.4794], [0.7368, 2.2193, -1.3273], [3.5188, 0.1447, -1.8808], [4.1227, 0.2565, -0.2069], [2.5257, -1.4775, 0.5260], [1.8840, -1.6354, -1.1237], [0.9892, 2.3145, 2.3090], [1.0450, 3.2634, 0.7992], [-2.4668, 2.0774, -0.0050], [-5.5049, -0.8839, -0.5212], [-1.8570, -3.1622, 1.2171], [-0.5857, -1.9682, 1.4306]], "atomic_forces_ev_per_a": [[-0.20, 0.05, -0.10], [0.28, -0.12, -0.27], [0.19, 0.01, 0.19], [-0.44, 0.56, 0.17], [0.07, -0.20, -0.05], [0.46, -0.37, -0.14], [-0.12, 0.35, -0.02], [0.08, 0.00, 0.25], [0.39, -0.01, 0.42], [-0.19, 0.05, -0.11], [-0.03, -0.25, 0.04], [-0.11, 0.18, 0.07], [-0.23, -0.07, -0.03], [-0.16, -0.18, -0.02], [0.20, -0.11, 0.08], [-0.16, 0.18, -0.09], [0.26, 0.13, 0.07], [-0.01, 0.12, -0.01], [-0.04, -0.07, -0.01], [-0.09, 0.31, -0.17], [0.22, -0.37, 0.20], [-0.03, 0.03, -0.07], [-0.05, 0.02, 0.04], [0.00, -0.03, -0.06], [-0.02, -0.01, 0.09], [-0.09, -0.08, -0.19], [-0.05, 0.01, -0.11], [0.02, 0.01, 0.11], [0.04, -0.02, -0.24], [-0.03, -0.12, 0.03], [-0.03, 0.08, -0.02], [-0.07, -0.05, -0.02], [0.08, 0.08, 0.00], [-0.12, -0.10, -0.04]]}

=====

(2)
{"formula": "C13H13IrN3O2", "method": "ωB97M-V/def2-TZVPD", "charge": 1, "e_above_lowest_kcal_mol": 1.3, "symbols": ["Ir", "O", "C", "N", "C", "C", "C", "C", "C", "C", "N", "C", "C", "C", "C", "C", "N", "H", "H", "H", "H", "H", "H", "H", "H", "H", "H", "C", "O", "H", "H", "H"], "xyz": [[-0.0384, 0.2030, 0.8678], [-1.2321, 0.2400, -2.9003], [-1.0758, 0.4468, -1.7299], [-0.1812, -0.2596, -0.9149], [0.7837, -1.1861, -1.4903], [1.6115, -1.7598, -0.3686], [2.5649, -2.7399, -0.5780], [3.2772, -3.2321, 0.5008], [3.0165, -2.7370, 1.7713], [2.0583, -1.7590, 1.9176], [1.3765, -1.2738, 0.8699], [-1.8168, 1.4908, -0.9387], [-2.7540, 2.3135, -1.5155], [-3.3728, 3.2681, -0.7147], [-3.0225, 3.3610, 0.6198], [-2.0653, 2.4975, 1.1331], [-1.4842, 1.5809, 0.3649], [1.4150, -0.6901, -2.2320], [0.2502, -1.9872, -2.0078], [2.7375, -3.1115, -1.5788], [4.0241, -4.0005, 0.3550], [3.5452, -3.1028, 2.6391], [1.8062, -1.3395, 2.8816], [-2.9797, 2.1974, -2.5662], [-4.1167, 3.9317, -1.1336], [-3.4792, 4.0930, 1.2699], [-1.7421, 2.5288, 2.1644], [1.9295, 1.6507, 2.5165], [0.5819, 1.3108, 2.2493], [2.5918, 0.7827, 2.5539], [1.9601, 2.1668, 3.4758], [2.2832, 2.3344, 1.7434]], "atomic_forces_ev_per_a": [[0.19, -0.06, 0.37], [0.02, 0.00, -0.01], [-0.01, -0.02, 0.02], [-0.10, -0.08, -0.12], [-0.03, -0.04, 0.00], [0.00, 0.04, 0.01], [-0.01, -0.03, 0.01], [0.00, 0.00, -0.01], [-0.01, 0.00, 0.01], [-0.02, -0.06, -0.01], [0.09, 0.00, -0.13], [0.00, 0.02, 0.00], [-0.01, 0.01, 0.00], [0.00, 0.00, -0.01], [0.00, 0.00, 0.01], [-0.01, -0.01, 0.01], [0.02, 0.01, 0.05], [0.02, 0.02, 0.02], [0.02, 0.01, -0.03], [0.00, 0.00, 0.00], [0.00, 0.00, 0.00], [0.00, 0.00, 0.00], [0.00, -0.01, 0.01], [0.00, 0.00, 0.00], [0.00, 0.00, 0.00], [0.00, 0.00, 0.00], [0.00, 0.01, 0.00], [0.01, -0.13, 0.14], [-0.16, 0.31, -0.34], [-0.02, 0.00, -0.02], [0.00, -0.02, 0.01], [0.01, 0.02, 0.01]]}

=====

(3)
{"formula": "C13H13N2O5PPt", "method": "ωB97M-V/def2-TZVPD", "charge": 2, "total_energy_ha": -1448.1403, "symbols": ["C", "C", "C", "C", "C", "C", "C", "N", "C", "O", "C", "C", "C", "P", "O", "O", "C", "O", "N", "C", "O", "H", "H", "H", "H", "H", "H", "H", "H", "H", "H", "H", "H", "H", "Pt"], "xyz": [[4.1264, -1.0372, 0.7397], [2.6397, -0.2998, 0.6070], [2.6227, 0.9700, -0.4296], [1.6773, 0.7755, -1.7547], [0.1519, 0.2443, -1.3216], [-0.1554, -1.3475, -1.7275], [-1.5992, -2.0209, -1.3183], [-1.9502, -3.4800, -1.6099], [-1.7313, -4.1018, -0.3740], [-1.8664, -4.7417, 0.8137], [-2.6734, -1.0431, -0.5297], [-2.3728, 0.5243, -0.1277], [-0.9360, 1.2094, -0.5279], [-0.4783, 3.0243, -0.1274], [0.0960, 3.0237, 1.5205], [-1.8464, 4.1001, -0.2313], [-3.6408, 1.1718, 0.6903], [-3.8153, 2.3537, 1.2924], [-4.6354, -0.0060, 0.6478], [-4.1904, -1.3193, 0.0293], [-4.9096, -2.4406, -0.0689], [4.9976, -0.3585, 0.3524], [4.0267, -2.0525, 0.1360], [4.2216, -1.3448, 1.8732], [1.8809, -1.1561, 0.3615], [2.3540, 0.1031, 1.6864], [2.1930, 1.9200, 0.1499], [3.7376, 1.1675, -0.7534], [1.5779, 1.7888, -2.3740], [2.2197, 0.0160, -2.4903], [0.6828, -1.9727, -2.3000], [-0.1055, 2.0868, 1.8511], [-1.7996, 4.6626, 0.6142], [-4.6901, -0.2382, 1.6763], [4.1903, -0.1811, 3.0246]], "atomic_forces_ev_per_a": [[-1.52, 0.95, -1.89], [0.03, 0.05, 0.42], [-0.45, 0.28, 0.48], [-0.37, -0.12, -0.44], [-0.58, -2.25, -0.74], [-3.02, 1.97, 2.09], [1.91, 2.58, 0.33], [2.54, 0.47, 7.13], [-3.47, -2.64, 4.33], [1.70, 5.72, -10.79], [1.35, 3.17, 0.24], [1.76, -1.98, -2.39], [-1.40, -3.77, 0.40], [-2.15, 0.48, 1.78], [-1.62, -1.77, -2.90], [3.59, -1.99, 1.93], [-0.49, 2.54, 1.24], [1.47, -8.35, -4.19], [2.12, -0.30, 1.75], [-1.87, -3.79, -0.85], [5.09, 7.86, 0.81], [-1.61, -1.49, 0.76], [0.83, 2.05, 1.64], [0.43, -1.64, -1.28], [1.18, 1.80, 0.30], [0.25, -0.72, -2.31], [1.23, -1.93, -1.15], [-2.40, -0.09, 0.40], [0.15, -2.15, 1.52], [-1.61, 1.35, 1.63], [-2.13, 1.54, 1.40], [0.40, 1.71, -0.26], [-0.50, -0.78, -1.30], [-1.19, 0.36, -1.11], [0.34, 0.88, 1.00]]}

=====

(4)
{"formula": "C13H13N3O2S", "method": "ωB97M-V/def2-TZVPD", "smiles": "CCC(=O)Nc1cccc(C(=O)Nc2nccs2)c1", "charge": 0, "e_above_lowest_kcal_mol": 217.5, "symbols": ["C", "C", "C", "O", "N", "C", "C", "C", "C", "C", "C", "O", "N", "C", "N", "C", "C", "S", "C", "H", "H", "H", "H", "H", "H", "H", "H", "H", "H", "H", "H", "H"], "xyz": [[-5.2105, -2.4493, 1.3630], [-5.0785, -2.0065, -0.1857], [-4.4461, -0.5271, -0.3244], [-5.1950, 0.3559, -0.4982], [-3.2184, -0.8298, -0.3135], [-2.3869, 0.3168, -0.1082], [-2.7801, 1.9363, -0.2623], [-1.7285, 2.6919, -0.2560], [-0.4802, 2.4589, -0.1962], [-0.0471, 1.1242, -0.1271], [1.4122, 0.8120, 0.0220], [2.1341, 1.5737, 0.7862], [1.8880, -0.5396, -0.2877], [3.1309, -0.8106, -0.1952], [3.7053, -1.7720, -0.8091], [4.9079, -1.9484, -0.4273], [5.4785, -0.9529, -0.0066], [4.2444, 0.3698, 0.6156], [-1.0700, -0.0340, 0.1399], [-4.2228, -2.5681, 1.7612], [-5.7321, -3.3100, 1.3086], [-5.8528, -1.7619, 1.7522], [-6.2142, -1.7696, -0.5953], [-4.7562, -2.7505, -0.6787], [-2.8190, -1.7499, -0.0319], [-3.8701, 2.0713, -0.4932], [-2.0566, 3.5857, -0.4440], [0.3458, 3.2941, -0.0269], [1.2287, -0.8341, -1.0710], [5.3650, -2.8374, -0.7152], [6.5499, -0.7097, 0.4001], [-0.6067, -0.9194, 0.0869]], "atomic_forces_ev_per_a": [[2.16, 1.55, -4.08], [-7.27, 6.68, 4.31], [-5.50, -9.02, -0.23], [-0.60, 4.10, -0.19], [6.21, 3.71, 1.08], [1.81, 1.77, -0.27], [-2.67, -9.21, -0.03], [-4.55, 0.82, -0.09], [10.10, -2.31, 1.37], [-1.67, -1.46, 1.35], [2.43, 0.93, 4.87], [-2.82, -2.67, -3.66], [-8.53, 4.71, -1.98], [5.12, 0.81, 0.09], [-7.20, -1.18, -0.55], [1.48, -5.58, -3.11], [6.53, 10.01, 7.13], [1.37, -3.45, -1.96], [0.95, 8.05, -2.49], [0.26, 0.07, 0.79], [-1.37, -3.25, 0.26], [-1.13, 2.10, 1.91], [2.63, -1.00, 1.08], [3.09, -5.07, -4.07], [-0.96, 1.28, -0.41], [1.55, 0.42, 0.46], [-1.14, 5.81, -0.67], [-1.92, -1.84, -0.92], [1.93, -0.58, 1.23], [1.03, -1.49, -0.39], [-2.16, -1.01, -1.08], [0.84, -3.68, 0.25]]}

=====

(5)
{"formula": "C13H13N3O6", "method": "ωB97M-V/def2-TZVPD", "smiles": "COc1ccc(NC(=O)c2noc(C)c2[N+](=O)[O-])cc1OC", "charge": 0, "e_above_lowest_kcal_mol": 0.0, "symbols": ["C", "O", "C", "C", "C", "C", "N", "C", "O", "C", "N", "O", "C", "C", "C", "N", "O", "O", "C", "C", "O", "C", "H", "H", "H", "H", "H", "H", "H", "H", "H", "H", "H", "H", "H"], "xyz": [[5.3310, 0.5980, -0.8822], [4.1366, 1.0325, -0.2799], [3.1501, 0.1229, -0.0694], [3.2127, -1.2192, -0.4036], [2.1411, -2.0678, -0.1600], [0.9962, -1.5722, 0.4309], [-0.1158, -2.4067, 0.6707], [-1.3867, -2.1194, 0.3393], [-2.3477, -2.7859, 0.6459], [-1.5596, -0.9195, -0.5486], [-1.2368, -0.9489, -1.8081], [-1.6862, 0.1993, -2.3820], [-2.3163, 0.9481, -1.4856], [-2.9024, 2.2419, -1.8816], [-2.2712, 0.2879, -0.2694], [-2.7058, 0.7550, 0.9921], [-3.4970, 1.6756, 1.0086], [-2.2134, 0.2351, 1.9714], [0.9282, -0.2310, 0.8083], [1.9848, 0.6245, 0.5586], [2.0080, 1.9432, 0.8802], [0.8820, 2.4970, 1.5161], [5.8344, -0.1627, -0.2765], [5.1550, 0.2042, -1.8886], [5.9634, 1.4818, -0.9473], [4.0967, -1.6238, -0.8685], [2.2018, -3.1072, -0.4403], [0.0370, -3.2932, 1.1336], [-2.2628, 2.7353, -2.6094], [-3.0525, 2.8671, -1.0049], [-3.8754, 2.0720, -2.3434], [0.0547, 0.1072, 1.3412], [1.1355, 3.5381, 1.7076], [0.6612, 1.9978, 2.4643], [-0.0031, 2.4568, 0.8713]], "atomic_forces_ev_per_a": [[0.17, -0.08, -0.10], [-0.34, 0.03, 0.15], [-0.06, 0.10, 0.06], [0.18, 0.26, 0.05], [-0.37, 0.03, 0.14], [0.56, 0.20, -0.13], [0.26, -0.46, 0.24], [-0.02, -0.15, -0.21], [-0.14, 0.03, 0.03], [-0.61, 0.71, -0.31], [0.49, -1.27, 0.49], [-0.43, 0.84, -0.07], [-0.18, -0.19, 1.34], [0.02, 0.04, -0.21], [0.45, -0.24, -1.66], [0.03, 0.25, -0.03], [-0.30, 0.22, 0.13], [0.06, -0.22, 0.33], [0.18, 0.11, 0.12], [0.14, 0.01, -0.14], [0.29, -0.27, -0.17], [-0.19, 0.09, 0.12], [-0.03, 0.01, -0.03], [0.00, 0.00, 0.04], [-0.01, -0.09, -0.02], [0.11, 0.01, -0.05], [-0.03, -0.12, -0.08], [-0.15, 0.11, -0.01], [0.03, 0.05, -0.03], [0.04, -0.03, -0.07], [-0.05, 0.01, -0.01], [-0.06, 0.10, 0.06], [-0.06, -0.06, 0.01], [0.00, 0.00, -0.04], [0.01, -0.04, 0.02]]}

=====

(6)
{"formula": "C13H13N5O", "method": "ωB97M-V/def2-TZVPD", "smiles": "COc1ccc(-c2cc(C)nc3nc(N)nn23)cc1", "charge": 0, "e_above_lowest_kcal_mol": 0.4, "symbols": ["C", "O", "C", "C", "C", "C", "C", "C", "C", "C", "N", "C", "N", "C", "N", "N", "N", "C", "C", "H", "H", "H", "H", "H", "H", "H", "H", "H", "H", "H", "H", "H"], "xyz": [[-5.2397, 1.4973, -1.1289], [-3.9642, 1.8847, -1.5805], [-2.8729, 1.2548, -1.0760], [-1.6369, 1.6813, -1.5688], [-0.4671, 1.1091, -1.1271], [-0.4900, 0.0787, -0.1831], [0.7407, -0.5659, 0.2711], [0.7972, -1.8869, 0.6887], [2.0058, -2.4519, 1.1147], [2.0809, -3.8769, 1.5601], [3.1327, -1.7664, 1.1459], [3.0961, -0.5128, 0.7497], [4.0755, 0.3673, 0.6895], [3.4853, 1.4797, 0.2185], [4.1564, 2.6437, 0.0712], [2.1818, 1.3649, -0.0412], [1.9097, 0.1009, 0.2953], [-1.7253, -0.3353, 0.3115], [-2.9033, 0.2421, -0.1214], [-5.9465, 2.1242, -1.6700], [-5.4434, 0.4456, -1.3545], [-5.3548, 1.6685, -0.0539], [-1.6258, 2.4712, -2.3028], [0.4784, 1.4562, -1.5096], [-0.0956, -2.4886, 0.6622], [2.4477, -3.9193, 2.5835], [2.7928, -4.4156, 0.9383], [1.1097, -4.3595, 1.5015], [3.7259, 3.3451, -0.5054], [5.1587, 2.5704, 0.0587], [-1.7728, -1.1044, 1.0677], [-3.8369, -0.1022, 0.2951]], "atomic_forces_ev_per_a": [[-0.24, -0.08, 0.09], [0.39, 0.03, -0.04], [0.21, 0.01, -0.02], [-0.29, -0.01, -0.01], [-0.07, -0.03, -0.07], [-0.26, 0.19, -0.03], [-0.04, -0.42, 0.10], [0.02, 0.22, -0.04], [-0.03, 0.18, -0.01], [-0.06, 0.00, -0.02], [0.23, -0.59, 0.22], [-0.50, 0.51, -0.34], [0.52, 0.11, 0.10], [-0.64, -0.85, 0.19], [0.10, 0.33, -0.06], [-0.02, 1.34, -0.35], [0.81, -0.95, 0.46], [0.32, 0.05, -0.05], [-0.36, 0.09, -0.09], [0.02, -0.07, 0.07], [0.02, 0.04, 0.02], [0.01, -0.02, -0.04], [0.01, 0.09, -0.09], [-0.03, 0.03, -0.03], [-0.07, -0.01, -0.04], [0.00, -0.02, 0.07], [0.03, -0.06, -0.04], [-0.04, -0.10, 0.02], [0.08, 0.01, 0.00], [-0.04, 0.04, -0.06], [0.00, -0.07, 0.06], [-0.08, 0.00, 0.02]]}

=====

(7)
{"formula": "C13H13N7O2PdS2Te", "method": "ωB97M-V/def2-TZVPD", "charge": 2, "total_energy_ha": -2228.3618, "symbols": ["Pd", "S", "C", "S", "C", "C", "N", "C", "N", "N", "N", "C", "N", "N", "N", "O", "O", "H", "H", "H", "H", "H", "C", "Te", "C", "C", "C", "C", "C", "C", "C", "H", "H", "H", "H", "H", "H", "H", "H"], "xyz": [[-0.3279, -1.0834, 0.8669], [1.9805, -1.9710, -0.1446], [2.1103, -2.7459, 1.3977], [0.6777, -2.7294, 2.3524], [3.2840, -3.3370, 1.8463], [3.2992, -3.9758, 3.1024], [3.2631, -4.4554, 4.1427], [4.4895, -3.2420, 1.1242], [5.4795, -3.1155, 0.5592], [-2.3436, -0.9713, 2.5477], [-3.4198, -1.7146, 2.0213], [-3.3748, -2.2211, 0.7738], [-4.4040, -2.8723, 0.2711], [-2.2356, -1.9862, 0.1129], [-1.9885, -2.3284, -1.1672], [-2.7764, -2.9617, -1.8106], [-0.9097, -1.9065, -1.5566], [-1.9996, -1.4183, 3.4064], [-2.6550, -0.0247, 2.7830], [-4.2537, -1.8481, 2.5879], [-5.2544, -3.0136, 0.7930], [-4.3356, -3.2653, -0.6679], [1.1145, 3.0029, 0.6402], [1.5290, 0.8214, 0.6697], [0.7688, 0.9931, -1.3642], [0.7629, 2.4341, -1.7535], [0.5273, 2.8213, -3.0634], [0.6976, 4.1490, -3.4300], [1.1077, 5.0940, -2.4859], [1.3214, 4.7271, -1.1719], [1.0936, 3.4056, -0.7813], [1.8239, 3.5734, 1.2397], [0.1208, 3.0996, 1.0976], [-0.2357, 0.5426, -1.4145], [1.4027, 0.4029, -2.0344], [0.2409, 2.0891, -3.8027], [0.5497, 4.4431, -4.4588], [1.2464, 6.1225, -2.7828], [1.6250, 5.4648, -0.4454]], "atomic_forces_ev_per_a": [[1.00, -0.95, 0.15], [-2.25, -0.09, 0.68], [2.53, -1.13, 0.82], [-0.63, 1.28, -1.29], [-1.75, 0.98, -0.52], [-0.11, -0.01, 0.26], [-0.12, -0.24, 0.46], [0.17, 0.00, -0.37], [0.26, 0.08, -0.30], [0.21, 0.05, 0.06], [-0.13, 0.07, 0.40], [0.04, -0.29, -0.82], [-0.17, -0.12, 0.00], [0.90, 0.55, 1.54], [-0.20, 0.00, -0.17], [-0.31, -0.41, -0.59], [0.17, 0.03, -0.53], [-0.22, 0.15, -0.38], [0.00, -0.32, -0.11], [0.29, 0.07, -0.12], [-0.03, 0.02, 0.04], [0.07, 0.19, 0.35], [-0.82, -0.26, 0.95], [0.47, 1.23, -0.69], [-0.06, -0.44, -0.07], [0.37, 1.03, 0.85], [0.14, 0.06, -0.03], [0.10, 0.20, 0.33], [-0.16, -0.24, -0.47], [-0.25, -0.40, 0.27], [-0.02, -0.59, -1.33], [0.15, -0.42, 0.21], [0.17, 0.10, 0.00], [0.12, -0.13, 0.25], [0.02, -0.11, 0.25], [0.03, -0.10, -0.13], [-0.07, 0.02, -0.02], [0.08, 0.05, -0.03], [0.02, 0.09, 0.11]]}